[1]
A 2-piece molecular cluster, C5H11NO overall at a distorted geometry, computed with ωB97M-V with the def2-TZVPD basis set.

The geometry in XYZ format:
```
18
Properties=species:S:1:pos:R:3:mulliken_charge:R:1
C 0.618 -2.199 -0.936 -0.743
C 1.415 -1.814 0.044 0.069
C 1.623 -0.344 0.379 -0.721
N 0.375 0.393 0.546 -0.156
C 0.026 1.376 -0.377 0.014
C -0.922 2.289 -0.158 -1.006
H 0.343 -3.184 -1.291 0.280
H 0.128 -1.400 -1.493 0.116
H 1.897 -2.583 0.636 0.311
H 2.175 -0.277 1.303 0.381
H 2.173 0.086 -0.452 0.323
H 0.195 0.672 1.501 0.237
H 0.353 1.128 -1.381 0.260
H -1.402 2.428 0.800 0.414
H -1.166 2.928 -1.000 0.221
O -2.797 -0.022 0.930 -0.678
H -1.956 -0.252 0.498 0.345
H -3.078 0.776 0.452 0.332
```

The calculation puts the HOMO-LUMO gap at 0.3448 Ha. As for the charge: 0. As for the energy relative to the best compared isomer or geometry (same formula, charge and spin): 56.34 kcal/mol. The value obtained for the calculated total energy is -8899.2540 eV. Its spin multiplicity is 1. The value obtained for the LUMO energy is 0.98 eV.

***

[2]
C21H56BF4O7V as an isolated structure at a distorted geometry, computed with ωB97M-V with the def2-TZVPD basis set.

The geometry in XYZ format:
```
90
Properties=species:S:1:pos:R:3:mulliken_charge:R:1
V 1.284 2.501 0.510 0.861
B 0.108 -0.800 0.447 -0.314
F -0.470 -1.530 -0.539 0.022
F -0.777 -0.433 1.471 -0.006
F 1.258 -1.389 0.979 -0.348
F 0.592 0.505 -0.044 0.800
C -3.766 2.674 4.793 -1.415
C -3.183 1.391 4.273 0.486
C -3.987 0.685 3.180 -1.288
O -1.898 1.716 3.672 -0.447
H -4.773 2.592 5.204 0.398
H -3.755 3.492 4.064 0.237
H -3.118 3.081 5.574 0.345
H -3.028 0.676 5.080 0.330
H -3.372 -0.084 2.718 0.319
H -4.459 1.413 2.513 0.330
H -4.848 0.169 3.620 0.430
H -2.115 1.861 2.752 -0.281
C -2.718 3.824 0.686 -1.480
C -1.824 2.655 0.301 2.246
C -2.491 1.612 -0.575 -1.106
O -0.631 3.177 -0.388 -0.407
H -3.123 4.284 -0.217 0.573
H -2.142 4.574 1.229 0.400
H -3.491 3.425 1.339 0.325
H -1.446 2.162 1.198 -1.251
H -2.270 0.591 -0.288 0.116
H -2.256 1.796 -1.627 0.201
H -3.575 1.762 -0.590 0.596
H -0.940 3.854 -0.999 0.319
C 0.493 1.937 -3.362 -1.023
C 1.843 1.857 -2.650 2.243
C 2.976 2.019 -3.642 -1.680
O 1.920 2.866 -1.608 -0.281
H -0.303 2.334 -2.737 -0.048
H 0.204 0.927 -3.661 0.143
H 0.521 2.533 -4.275 0.467
H 1.934 0.840 -2.269 -1.236
H 3.249 1.126 -4.198 0.341
H 3.872 2.252 -3.047 0.473
H 2.851 2.844 -4.344 0.438
H 2.502 3.589 -1.867 0.226
C -3.193 -3.257 -3.146 -1.313
C -3.230 -1.984 -3.983 0.146
C -2.522 -0.802 -3.294 -0.387
O -2.469 -2.275 -5.168 -0.640
H -3.919 -3.248 -2.331 0.377
H -2.181 -3.554 -2.869 0.227
H -3.521 -4.082 -3.789 0.401
H -4.267 -1.727 -4.181 0.426
H -3.343 -0.134 -2.989 0.543
H -1.922 -0.205 -3.976 0.151
H -1.993 -1.073 -2.382 -0.214
H -1.648 -2.671 -4.848 0.337
C 5.093 0.853 2.258 -1.457
C 4.399 0.869 0.916 0.454
C 4.648 -0.367 0.082 -1.125
O 2.961 1.112 0.923 -0.298
H 4.689 0.131 2.966 0.302
H 5.055 1.854 2.694 0.372
H 6.151 0.665 2.086 0.424
H 4.774 1.743 0.377 0.260
H 5.599 -0.873 0.253 0.452
H 4.506 -0.231 -0.989 0.213
H 3.966 -1.173 0.394 0.268
H 2.555 0.290 1.262 0.093
C 1.385 -4.330 -4.060 -1.583
C 1.226 -3.188 -3.069 0.843
C 2.533 -2.447 -2.757 -0.604
O 0.190 -2.279 -3.439 -0.443
H 0.387 -4.571 -4.425 0.390
H 1.764 -5.194 -3.509 0.396
H 2.108 -4.192 -4.863 0.338
H 0.969 -3.673 -2.119 0.150
H 3.076 -2.862 -1.902 0.343
H 2.322 -1.405 -2.493 -0.323
H 3.287 -2.447 -3.550 0.490
H -0.063 -1.844 -2.616 0.057
C 1.790 -1.893 4.874 -1.499
C 0.454 -1.490 4.282 1.338
C -0.737 -1.717 5.209 -1.097
O 0.573 -0.126 3.800 -0.622
H 2.525 -2.220 4.137 0.275
H 1.637 -2.678 5.617 0.413
H 2.243 -1.033 5.370 0.337
H 0.192 -2.044 3.376 -0.093
H -0.511 -1.636 6.275 0.385
H -1.054 -2.753 5.062 0.386
H -1.557 -1.050 4.953 -0.058
H 0.228 -0.150 2.900 0.117
```

The calculation puts the HOMO-LUMO gap (alpha / beta) at 0.2433 / 0.2460 Ha. As for the charge: +1. As for the energy relative to the best compared isomer or geometry (same formula, charge and spin): 90.00 kcal/mol. The value obtained for the calculated total energy is -74251.0561 eV. Its spin multiplicity is 4. The value obtained for the LUMO energy (alpha / beta) is -4.77 / -4.69 eV. As for the expectation value of S²: 3.753.

***

[3]
The molecule C19H24FN3O4S at a distorted geometry, computed with ωB97M-V with the def2-TZVPD basis set.

The geometry in XYZ format:
```
52
Properties=species:S:1:pos:R:3:mulliken_charge:R:1
C -0.582 -1.377 -2.618 -1.290
C -1.480 -1.403 -1.440 0.588
O -2.544 -0.573 -1.398 -0.426
C -3.178 -0.847 -0.241 0.813
C -4.375 -0.145 0.161 -0.157
C -4.956 -0.445 1.397 -0.341
C -6.099 0.205 1.815 -0.658
C -6.690 1.168 1.011 -0.317
C -6.133 1.482 -0.217 -0.609
C -4.988 0.828 -0.629 0.375
F -4.469 1.151 -1.829 -0.311
N -2.595 -1.792 0.442 -0.572
C -1.513 -2.167 -0.299 0.585
C -0.539 -3.149 0.200 -1.080
S 0.593 -2.255 1.346 1.085
O 0.589 -0.850 1.037 -0.501
O 0.320 -2.631 2.704 -0.734
C 2.276 -2.885 0.919 -0.990
C 2.520 -2.310 -0.449 0.598
O 2.092 -2.862 -1.451 -0.676
N 3.194 -1.152 -0.461 -0.061
C 3.194 -0.267 -1.605 -1.062
C 2.355 0.964 -1.240 -0.768
N 2.895 1.561 -0.041 0.539
C 1.924 2.198 0.833 -0.623
C 2.816 2.907 1.843 -0.703
C 3.934 3.467 0.958 -0.618
C 3.995 2.496 -0.233 -0.749
H 0.336 -1.916 -2.402 0.109
H -0.352 -0.347 -2.884 0.325
H -1.072 -1.843 -3.474 0.441
H -4.476 -1.194 2.005 0.480
H -6.534 -0.038 2.772 0.399
H -7.584 1.676 1.337 0.381
H -6.573 2.227 -0.861 0.460
H -1.008 -3.922 0.800 0.431
H 0.079 -3.553 -0.595 0.542
H 2.216 -3.968 0.916 0.439
H 2.954 -2.525 1.685 0.376
H 3.311 -0.642 0.407 0.290
H 4.223 0.024 -1.832 0.327
H 2.772 -0.801 -2.457 0.479
H 2.323 1.666 -2.091 0.406
H 1.340 0.630 -1.014 0.347
H 1.298 2.930 0.296 0.326
H 1.278 1.436 1.273 0.243
H 3.218 2.180 2.548 0.269
H 2.292 3.682 2.398 0.383
H 3.675 4.468 0.614 0.287
H 4.884 3.527 1.486 0.297
H 3.902 3.041 -1.186 0.285
H 4.940 1.943 -0.257 0.337
```

The calculation puts the HOMO-LUMO gap at 0.3225 Ha. As for the charge: 0. As for the energy relative to the best compared isomer or geometry (same formula, charge and spin): 2.78 kcal/mol. The value obtained for the calculated total energy is -46305.6843 eV. Its spin multiplicity is 1. The value obtained for the LUMO energy is 0.56 eV.